# 1
C6H14P2 | the ωB97M-V functional and the def2-TZVPD basis

Each line ends with the Löwdin charge.
Cartesian coordinates (Å):
C -3.4346 -0.5773 0.5077  -0.387
C -1.1273 0.7456 0.8556  -0.572
C 2.4420 1.4262 0.4259  -0.133
C -0.3034 -1.7319 -0.2378  -0.216
C 1.7493 0.0618 0.2509  -0.346
C -0.6786 0.6819 -1.8644  -0.319
P -2.6840 0.8402 -0.0696  0.834
P 0.0054 0.0141 -0.3867  0.717
H -4.3007 -0.9498 0.0083  -0.049
H -2.7027 -1.3855 0.9136  0.004
H -0.8722 1.7822 1.0394  0.030
H -0.9975 0.4072 1.8615  0.051
H 3.5702 1.4627 0.1723  0.099
H 1.9956 2.0774 -0.3542  0.063
H 2.2430 1.8628 1.3829  0.052
H 0.3002 -2.2215 -0.9249  0.025
H -0.0898 -2.0318 0.7940  0.066
H -1.4022 -1.9356 -0.4427  0.060
H 1.6261 -0.4465 1.1335  0.035
H 2.3058 -0.6587 -0.3194  0.077
H -0.6939 1.7010 -1.9012  -0.065
H -0.0322 0.2263 -2.5961  -0.025

Cartesian forces (eV/Å) of the 2 atoms listed first:
C 2.91 -0.34 -0.37
C 1.70 0.95 -0.28

Values from the calculation:
HOMO energy: -0.270 Eh

# 2
C6H14S2 | the ωB97M-V functional and the def2-TZVPD basis

Each line ends with the Löwdin charge.
Cartesian coordinates (Å):
C -2.3841 -1.1974 -1.3208  -0.011
C -1.5426 -0.4806 -2.1075  -0.209
C -0.4858 0.4703 -1.6105  -0.277
C 0.9317 0.0087 -2.0264  -0.125
H -3.1372 -1.8764 -1.7592  0.051
H -2.3596 -1.1029 -0.2151  0.055
H -1.6043 -0.6107 -3.2060  0.103
H -0.7246 1.4709 -2.0181  0.114
H -0.5402 0.5482 -0.5208  0.067
H 1.0063 -0.1057 -3.1299  0.076
H 1.6847 0.7561 -1.7478  0.051
H 1.1954 -0.9679 -1.5711  0.071
C 2.1409 -0.6169 1.3407  -0.473
S 1.8722 1.1814 1.2964  0.406
S 1.0736 1.4926 3.1796  0.415
C -0.6672 1.0397 2.8761  -0.486
H 2.7658 -0.8579 2.2088  0.028
H 1.1621 -1.1510 1.4185  0.040
H 2.6409 -0.8982 0.4214  0.014
H -0.7261 0.0196 2.4991  0.010
H -1.1864 1.1277 3.8621  0.039
H -1.1155 1.7502 2.1306  0.043

Cartesian forces (eV/Å) of the 2 atoms listed first:
C 0.60 0.64 -0.58
C -0.94 -0.99 0.55

Values from the calculation:
SMILES: C=CCC.CSSC
HOMO energy: -0.327 Eh

The lowest HOMO energy belongs to which entry?
C6H14S2

HOMO energy of number 1 (C6H14P2)?
-0.270 Eh